# C19H57NO9

A molecular structure, C19H57NO9 at a distorted geometry (ωB97M-V with the def2-TZVPD basis set, OMol25).

Last column: Mulliken charge in e.
Geometry (Å):
C (-2.742, -2.608, -1.029)  -1.187
C (-4.291, -2.640, -0.991)  0.101
C (-4.816, -3.641, 0.034)  -1.387
O (-4.760, -1.355, -0.662)  -0.825
H (-2.297, -2.645, -0.035)  0.539
H (-2.556, -1.740, -1.663)  0.293
H (-2.334, -3.528, -1.447)  0.337
H (-4.662, -2.859, -1.993)  0.533
H (-4.272, -3.659, 0.978)  0.216
H (-4.627, -4.660, -0.301)  0.396
H (-5.900, -3.683, 0.143)  0.372
H (-4.260, -1.115, 0.122)  0.629
C (-0.298, -1.334, 0.048)  -0.130
C (-1.009, -0.382, 1.062)  1.115
C (-1.747, 0.759, 0.415)  -1.669
O (-1.920, -1.094, 1.887)  -0.911
H (0.266, -2.061, 0.633)  -0.059
H (0.447, -0.907, -0.623)  -0.772
H (-0.958, -2.024, -0.479)  -1.084
H (-0.231, 0.006, 1.721)  -0.126
H (-1.021, 1.461, 0.005)  -0.845
H (-2.460, 1.180, 1.124)  0.527
H (-2.223, 0.417, -0.504)  0.370
H (-1.651, -0.700, 2.721)  1.471
C (1.204, 0.451, -2.084)  -1.538
C (2.726, 0.476, -1.897)  0.058
C (3.353, 1.530, -2.712)  -1.550
O (2.919, 0.866, -0.539)  -0.330
H (0.677, 1.405, -2.115)  0.771
H (0.783, -0.324, -1.443)  0.958
H (1.057, 0.063, -3.092)  0.600
H (3.170, -0.493, -2.124)  0.761
H (2.927, 2.497, -2.445)  0.164
H (3.175, 1.461, -3.786)  0.492
H (4.436, 1.522, -2.837)  0.420
H (3.739, 0.428, -0.301)  0.344
C (1.470, 0.911, 3.065)  -0.314
C (2.653, 1.773, 3.229)  0.354
C (3.865, 0.986, 2.986)  -1.352
O (2.436, 2.977, 2.451)  -0.790
H (1.634, -0.016, 3.614)  0.329
H (1.318, 0.744, 1.998)  -0.107
H (0.567, 1.373, 3.464)  0.118
H (2.822, 2.057, 4.267)  0.444
H (3.829, 0.511, 2.006)  0.053
H (3.894, 0.120, 3.647)  0.417
H (4.834, 1.485, 2.993)  0.330
H (2.298, 2.813, 1.515)  0.615
C (0.899, -1.785, -2.156)  -0.733
C (0.821, -3.318, -2.192)  0.858
C (1.411, -3.969, -3.478)  -1.605
O (1.155, -3.972, -1.013)  -0.588
H (1.856, -1.269, -2.227)  0.590
H (0.252, -1.352, -1.393)  0.251
H (0.359, -1.365, -3.005)  0.313
H (-0.249, -3.522, -2.218)  -0.207
H (2.383, -3.568, -3.767)  0.317
H (0.738, -3.744, -4.306)  0.359
H (1.480, -5.047, -3.334)  0.430
H (1.971, -3.615, -0.654)  0.361
O (-1.219, 0.042, 3.446)  -0.584
H (-1.759, -0.288, 4.164)  0.434
H (-0.882, 0.880, 3.765)  0.323
O (-3.026, -1.247, 4.296)  -0.693
H (-2.775, -1.741, 5.077)  0.324
H (-2.842, -1.839, 3.568)  0.311
O (-3.868, -1.020, 1.064)  -0.434
H (-4.234, -0.449, 1.739)  0.157
H (-2.960, -1.158, 1.332)  0.083
C (-0.499, 2.990, 1.003)  -1.784
C (0.563, 2.414, -0.001)  1.770
C (1.129, 3.401, -1.067)  -0.511
O (0.069, 3.734, -1.914)  -0.255
C (0.166, 5.022, -2.461)  -0.840
N (1.801, 1.914, 0.688)  -1.141
H (-1.293, 3.564, 0.525)  0.455
H (-0.039, 3.663, 1.727)  0.415
H (-0.949, 2.248, 1.662)  0.364
H (0.055, 1.627, -0.558)  -0.327
H (1.887, 2.948, -1.706)  -0.218
H (1.539, 4.279, -0.569)  0.769
H (-0.405, 4.947, -3.386)  0.257
H (1.208, 5.313, -2.600)  0.355
H (-0.304, 5.781, -1.835)  0.277
H (2.507, 1.767, -0.018)  0.779
H (1.587, 0.930, 0.772)  0.222

Output
- highest occupied orbital energy (eV) = -7.6
- lowest unoccupied orbital energy (eV) = -0.03
- E (eV) = -40522.2543
- relative energy (zero: lowest compared OMol25 entry of this formula, charge and spin) (eV) = 22.074

# C14H15Cl2N3O2

A single C14H15Cl2N3O2 molecule (ωB97M-V with the def2-TZVPD basis set, OMol25).

Last column: Mulliken charge in e.
Geometry (Å):
C (-5.078, -0.211, 1.051)  -1.190
C (-3.853, -0.724, 0.383)  0.008
N (-3.775, -1.953, -0.096)  -1.002
N (-2.561, -2.083, -0.622)  0.728
C (-2.152, -3.314, -1.231)  -0.793
C (-1.842, -0.951, -0.497)  -0.752
C (-2.642, -0.035, 0.155)  0.601
C (-2.301, 1.365, 0.550)  -0.789
N (-0.869, 1.562, 0.556)  -0.175
C (-0.248, 2.458, -0.223)  0.175
O (-0.796, 3.332, -0.858)  -0.664
C (1.284, 2.317, -0.214)  -0.405
O (1.617, 0.977, 0.086)  -0.179
C (2.913, 0.586, 0.052)  0.299
C (4.005, 1.415, -0.178)  -0.474
C (5.292, 0.903, -0.184)  -0.817
C (5.500, -0.446, 0.042)  0.362
Cl (7.102, -1.087, 0.035)  -0.214
C (4.429, -1.298, 0.274)  -0.707
C (3.151, -0.777, 0.277)  0.622
Cl (1.802, -1.811, 0.560)  -0.175
H (-5.469, 0.652, 0.516)  0.300
H (-5.831, -0.993, 1.070)  0.368
H (-4.855, 0.096, 2.073)  0.288
H (-2.939, -4.046, -1.060)  0.299
H (-2.007, -3.186, -2.306)  0.293
H (-1.220, -3.668, -0.787)  0.273
H (-0.839, -0.877, -0.867)  0.661
H (-2.710, 1.579, 1.546)  0.366
H (-2.721, 2.091, -0.155)  0.353
H (-0.314, 0.836, 0.983)  0.306
H (1.656, 2.612, -1.202)  0.420
H (1.694, 3.004, 0.539)  0.394
H (3.860, 2.468, -0.353)  0.376
H (6.130, 1.557, -0.364)  0.405
H (4.587, -2.349, 0.448)  0.437

Output
- highest occupied orbital energy (eV) = -8.9
- lowest unoccupied orbital energy (eV) = 0.60
- E (eV) = -48371.7861
- relative energy (zero: lowest compared OMol25 entry of this formula, charge and spin) (eV) = 0.000